This record from the Open Molecules 2025 dataset describes 6 unconnected molecules or ions with the total composition C21H54FN2O15S5. The level of theory is wB97M-V/def2-TZVPD.

Total charge: +1

```
98
Properties=species:S:1:pos:R:3:forces:R:3
F -2.164 0.317 2.804 0.3 0.2 0.0
C -3.512 0.339 3.077 0.1 0.1 0.1
C -4.251 0.329 1.754 0.3 -0.3 0.5
C -5.713 -0.074 1.815 0.1 0.4 -0.6
C -6.674 1.130 1.876 0.2 0.1 0.6
N -7.774 1.001 2.799 0.1 -0.2 0.0
C -8.391 -0.292 2.956 0.2 0.0 0.2
C -7.446 -1.497 2.787 -0.4 -0.1 0.6
N -6.014 -1.086 2.888 -0.5 0.3 -0.7
H -3.715 1.233 3.659 -0.1 0.2 0.1
H -3.705 -0.530 3.704 0.0 -0.2 0.1
H -4.167 1.318 1.341 -0.2 0.5 -0.4
H -3.695 -0.314 1.087 0.1 -0.4 -0.2
H -5.910 -0.607 0.900 -0.2 -0.4 -0.3
H -6.103 1.995 2.177 0.1 0.4 0.1
H -6.991 1.341 0.865 -0.3 0.0 -0.4
H -7.612 1.470 3.675 0.0 0.0 0.0
H -8.787 -0.338 3.956 -0.2 0.1 0.4
H -9.241 -0.444 2.306 -0.2 0.1 -0.4
H -7.613 -2.039 1.875 0.3 0.0 -0.6
H -7.646 -2.193 3.585 0.1 -0.3 0.3
H -5.847 -0.712 3.822 0.2 -0.1 0.0
H -5.410 -1.885 2.700 0.1 -0.1 0.5
O -0.833 -3.429 -0.926 -0.2 0.0 0.1
S 0.310 -3.914 -0.211 0.5 0.1 -0.1
O 0.140 -4.871 0.839 -0.2 -0.1 0.0
O 1.109 -2.661 0.369 0.1 -0.1 -0.2
C 0.347 -1.687 1.104 -0.2 0.5 0.4
C 0.023 -2.144 2.513 -0.1 -0.3 0.0
C 1.542 -4.475 -1.329 0.1 0.0 0.0
H -0.561 -1.436 0.552 0.0 -0.1 -0.1
H 0.965 -0.790 1.136 0.2 -0.1 -0.1
H -0.669 -2.987 2.505 0.0 0.0 0.0
H -0.434 -1.328 3.069 0.1 0.1 0.0
H 0.924 -2.466 3.035 0.0 0.1 0.0
H 1.699 -3.718 -2.092 0.0 0.0 0.0
H 1.179 -5.397 -1.777 -0.1 0.0 0.0
H 2.460 -4.665 -0.776 0.0 0.0 0.0
O 2.208 2.486 -1.149 -0.2 0.1 0.2
S 3.142 1.611 -0.508 0.6 -0.4 -0.4
O 2.984 1.263 0.873 -0.3 0.1 0.1
O 4.611 2.169 -0.737 -0.1 -0.1 0.0
C 4.873 3.545 -0.390 0.1 0.5 0.2
C 5.048 3.741 1.103 -0.2 -0.2 0.1
C 3.316 0.137 -1.454 0.0 0.0 -0.1
H 4.081 4.181 -0.789 -0.1 -0.1 0.0
H 5.792 3.800 -0.913 0.0 -0.2 -0.1
H 4.113 3.573 1.637 0.0 0.0 0.0
H 5.381 4.759 1.308 0.0 0.0 -0.1
H 5.784 3.041 1.497 0.1 0.0 0.0
H 3.488 0.404 -2.494 0.0 0.0 0.0
H 2.391 -0.427 -1.356 0.0 0.0 0.0
H 4.149 -0.438 -1.057 0.0 0.0 0.0
O 4.638 -4.908 -0.043 0.1 0.1 -0.2
S 5.060 -4.973 1.326 -0.3 -0.3 0.5
O 6.256 -4.314 1.739 0.1 0.1 -0.2
O 5.115 -6.497 1.768 -0.1 0.2 0.0
C 5.874 -7.409 0.944 0.4 -0.4 -0.3
C 7.366 -7.297 1.183 0.0 0.2 0.0
C 3.730 -4.481 2.370 -0.1 0.0 0.0
H 5.623 -7.251 -0.105 -0.1 0.1 0.0
H 5.521 -8.401 1.220 -0.1 0.1 0.1
H 7.753 -6.341 0.834 0.0 0.0 0.0
H 7.888 -8.092 0.651 -0.1 0.0 0.0
H 7.591 -7.376 2.246 0.0 -0.1 0.0
H 2.831 -5.019 2.076 0.0 0.0 0.0
H 3.595 -3.411 2.231 0.0 0.0 0.0
H 3.999 -4.699 3.400 0.0 0.0 0.0
O 3.503 -0.508 -5.684 0.2 0.1 0.2
S 3.828 0.162 -6.909 -0.4 0.0 -0.4
O 5.082 0.825 -7.065 0.2 0.0 0.2
O 2.653 1.177 -7.257 0.0 -0.2 -0.1
C 2.259 2.119 -6.239 -0.1 0.4 0.4
C 3.222 3.284 -6.125 0.2 -0.1 0.0
C 3.583 -0.938 -8.260 -0.1 0.0 0.0
H 2.142 1.601 -5.285 0.1 -0.1 -0.1
H 1.275 2.471 -6.542 0.0 -0.1 -0.2
H 4.189 2.963 -5.740 0.0 0.0 0.0
H 2.816 4.036 -5.447 -0.1 0.0 0.0
H 3.390 3.738 -7.101 -0.1 0.0 0.0
H 2.607 -1.404 -8.161 0.0 0.0 0.0
H 4.370 -1.687 -8.209 0.0 0.0 0.0
H 3.657 -0.375 -9.186 0.0 0.0 0.0
O -3.519 4.267 0.031 -0.3 -0.2 -0.1
S -3.761 4.694 1.374 0.6 0.5 0.3
O -4.918 4.216 2.082 -0.1 -0.3 -0.1
O -3.720 6.273 1.436 0.0 -0.2 0.1
C -4.542 7.013 0.501 -0.4 0.4 -0.4
C -5.998 7.051 0.918 0.0 -0.2 0.1
C -2.330 4.390 2.353 0.0 0.0 0.1
H -4.420 6.599 -0.500 0.1 -0.1 0.1
H -4.125 8.017 0.494 0.2 -0.1 0.1
H -6.457 6.065 0.849 0.0 0.0 0.0
H -6.551 7.730 0.270 0.1 0.0 0.0
H -6.094 7.390 1.949 0.0 0.1 0.0
H -1.462 4.785 1.834 0.0 0.0 0.0
H -2.239 3.311 2.473 0.0 0.0 -0.1
H -2.461 4.867 3.321 0.0 0.0 0.0
```
Positions in Å, forces in eV/Å.

---

This record from the Open Molecules 2025 dataset describes a molecular structure, C21H54HgO17S5 in a non-equilibrium geometry. The level of theory is wB97M-V/def2-TZVPD.

Total charge: 0
Energy above the lowest of the compared OMol25 structures with the same formula, charge and spin, eV: 1.085

```
98
Properties=species:S:1:pos:R:3:forces:R:3
Hg -0.119 -0.401 -0.015 -0.5 -0.1 0.4
C -0.119 -2.912 3.303 -0.8 0.7 -0.1
C 0.630 -1.637 2.951 1.0 0.8 0.0
C 1.961 -1.535 3.745 -0.3 -0.2 -0.3
O 0.856 -1.512 1.587 0.1 0.0 -1.0
H -0.399 -2.899 4.360 0.1 -0.2 0.0
H 0.391 -3.838 3.047 0.2 0.1 0.0
H -1.043 -2.819 2.730 -0.1 -0.4 0.1
H 0.034 -0.772 3.287 -0.3 -0.2 0.3
H 1.718 -1.616 4.808 0.2 0.2 0.1
H 2.495 -0.608 3.523 -0.2 0.2 0.1
H 2.676 -2.324 3.495 -0.3 -0.2 -0.1
C -3.441 0.425 -2.405 -0.8 -1.1 -0.6
C -2.011 0.055 -2.806 0.9 0.2 1.7
C -1.643 0.762 -4.090 -0.9 0.2 -1.5
O -1.096 0.416 -1.816 0.7 0.6 0.5
H -3.780 -0.078 -1.497 0.5 0.3 0.3
H -4.111 -0.021 -3.156 -0.1 0.4 -0.1
H -3.658 1.491 -2.343 0.3 0.1 0.0
H -1.965 -1.041 -2.926 -0.3 -0.1 -0.4
H -0.703 0.499 -4.579 0.2 -0.2 0.5
H -1.677 1.853 -4.017 0.2 0.0 0.5
H -2.406 0.556 -4.858 0.0 -0.2 0.1
O -4.183 -1.366 1.696 -0.1 0.1 0.4
S -3.428 -2.139 0.775 -0.1 -1.8 -0.9
O -2.134 -1.699 0.315 -1.5 -0.4 0.2
O -3.227 -3.616 1.430 -0.3 1.4 -0.5
C -2.224 -4.450 0.778 0.1 -0.2 0.8
C -2.019 -5.629 1.716 0.7 -0.6 -0.2
C -4.505 -2.571 -0.659 0.6 0.7 0.7
H -1.318 -3.857 0.662 0.0 0.0 -0.1
H -2.600 -4.774 -0.193 0.1 0.1 -0.1
H -1.001 -6.026 1.639 0.0 0.1 -0.4
H -2.679 -6.455 1.457 -0.2 0.1 0.3
H -2.067 -5.386 2.775 -0.5 0.3 -0.1
H -5.007 -3.503 -0.418 0.2 -0.1 -0.1
H -3.864 -2.575 -1.536 0.0 -0.4 0.0
H -5.260 -1.796 -0.773 0.1 0.1 0.2
O -1.288 -4.083 -2.500 0.2 0.0 0.8
S -0.009 -3.527 -2.172 1.2 0.2 -1.2
O 0.172 -2.449 -1.229 -0.3 -1.6 -1.1
O 0.952 -4.740 -1.733 -0.8 0.3 -0.6
C 2.199 -4.396 -1.082 0.1 0.7 1.2
C 1.995 -4.678 0.402 -0.7 0.4 0.3
C 0.721 -3.097 -3.789 -0.1 0.0 1.6
H 2.410 -3.339 -1.256 0.1 -0.1 0.0
H 3.007 -4.997 -1.493 -0.3 -0.2 -0.3
H 2.859 -4.531 1.051 0.3 -0.5 -0.4
H 1.516 -5.657 0.468 0.5 -0.2 0.3
H 1.286 -3.988 0.872 -0.1 0.3 -0.6
H 1.778 -2.896 -3.619 0.0 0.0 -0.1
H 0.215 -2.194 -4.120 -0.1 -0.1 -0.2
H 0.558 -3.973 -4.406 0.0 0.1 -0.2
O 4.167 0.251 -2.338 -0.7 0.1 0.1
S 2.853 0.782 -2.077 0.7 1.7 -0.5
O 1.870 -0.032 -1.425 1.0 0.6 -0.5
O 3.002 2.186 -1.253 -0.3 -1.5 0.1
C 4.196 2.948 -1.479 -0.1 0.8 -1.4
C 3.780 4.415 -1.517 -0.6 -0.4 0.7
C 2.136 1.472 -3.609 -0.6 -0.5 1.1
H 4.539 2.693 -2.485 0.6 -0.2 0.3
H 4.946 2.746 -0.718 0.0 -0.2 0.0
H 3.231 4.581 -0.585 0.0 0.4 -0.1
H 3.088 4.601 -2.338 0.0 -0.1 0.0
H 4.603 5.121 -1.601 0.2 -0.2 0.1
H 1.537 0.634 -3.959 0.1 0.1 -0.5
H 2.829 1.915 -4.317 0.4 -0.5 0.1
H 1.449 2.261 -3.305 -0.1 -0.2 0.2
O -1.814 1.195 1.177 -0.9 0.9 0.6
S -2.700 2.223 1.677 -1.0 -0.1 0.1
O -2.718 2.537 3.082 0.2 0.0 -0.8
O -2.403 3.609 0.917 0.1 -0.6 0.7
C -2.010 3.490 -0.461 0.3 -0.4 -1.3
C -1.650 4.850 -1.021 0.1 0.9 1.7
C -4.421 1.922 1.128 0.8 0.3 0.1
H -2.846 3.052 -1.017 0.0 0.1 0.0
H -1.193 2.775 -0.572 0.0 0.1 0.2
H -2.532 5.487 -1.101 -0.1 -0.2 -0.8
H -0.976 4.839 -1.872 -0.5 -0.3 -0.4
H -1.081 5.416 -0.272 0.2 -0.4 0.1
H -4.921 2.889 1.118 0.2 0.1 -0.2
H -4.985 1.288 1.805 0.5 -0.3 0.1
H -4.342 1.486 0.135 -0.2 0.0 0.0
O 0.862 4.150 1.176 -0.2 -0.5 0.0
S 1.238 2.816 1.558 1.1 0.2 0.4
O 0.961 1.684 0.712 0.5 1.4 0.7
O 2.870 2.849 1.735 -1.9 -0.6 0.2
C 3.476 3.969 2.380 2.1 0.8 -1.1
C 4.252 3.645 3.629 -0.1 -0.1 0.7
C 0.720 2.459 3.245 0.0 0.3 -1.2
H 2.964 4.932 2.427 -1.0 -0.6 0.1
H 4.256 4.189 1.635 0.0 0.2 0.2
H 4.838 4.532 3.885 0.2 -0.1 -0.2
H 4.928 2.813 3.437 0.0 0.0 0.1
H 3.689 3.442 4.544 -0.3 -0.2 -0.3
H -0.294 2.836 3.363 -0.1 -0.3 -0.1
H 1.376 3.022 3.901 0.1 -0.3 0.1
H 0.793 1.373 3.269 0.0 0.0 0.6
```
Positions in Å, forces in eV/Å.

---

This record from the Open Molecules 2025 dataset describes 4 unconnected molecules or ions with the total composition C21H54N2O17P3S2 in a non-equilibrium geometry. The level of theory is wB97M-V/def2-TZVPD.

Total charge: -1

```
99
Properties=species:S:1:pos:R:3:forces:R:3
C -1.429 -4.028 5.543 -0.3 -0.3 0.8
C -1.037 -5.102 6.764 -0.1 0.8 -1.4
O 0.428 -5.056 6.890 -1.5 1.4 -1.2
C -1.870 -4.607 8.084 -1.1 -0.5 -1.8
S -1.049 -4.953 9.729 -1.8 -0.6 7.1
O -1.908 -4.217 10.829 2.3 -1.7 -4.3
O -1.122 -6.477 10.131 1.0 4.6 -2.9
N 0.594 -4.389 9.880 -1.8 1.9 -0.8
S 0.743 -2.670 9.619 -0.7 0.3 -5.4
N 1.611 -2.020 11.026 0.3 -0.2 -1.0
O 1.690 -2.428 8.383 -2.2 -0.9 4.1
O -0.581 -1.929 9.317 3.8 -1.9 2.0
H -0.807 -4.278 4.569 -1.4 0.6 2.0
H -2.588 -4.063 5.347 2.2 0.0 0.2
H -1.196 -2.932 5.948 -0.3 -2.4 -0.9
H -1.336 -6.210 6.439 0.6 2.4 0.9
H 0.716 -4.212 6.405 -0.5 -1.7 1.5
H -2.893 -5.223 8.083 2.3 1.2 0.4
H -2.172 -3.477 7.942 1.1 -2.2 0.9
H 2.582 -2.456 11.028 -1.7 0.6 -0.3
H 1.738 -0.995 10.824 -0.3 -1.4 0.0
O -1.306 -3.268 1.575 -3.6 0.1 3.0
P -2.651 -2.996 0.856 5.0 0.6 -8.0
O -2.498 -4.276 -0.185 -0.4 -0.7 0.7
C -2.833 -5.557 0.325 -0.1 -0.5 -0.1
C -4.326 -5.691 0.560 -0.2 0.0 -0.1
O -1.989 -1.805 -0.101 -1.1 0.4 1.0
C -0.821 -1.092 0.282 0.6 0.2 -0.1
C 0.413 -1.736 -0.324 0.2 -0.2 -0.1
O -4.153 -2.693 0.053 -0.3 -0.5 3.4
C -4.294 -1.916 -1.130 -0.1 1.0 -0.4
C -3.680 -2.552 -2.365 0.3 -0.3 0.1
H -2.277 -5.747 1.248 0.0 0.0 0.0
H -2.512 -6.297 -0.414 0.1 0.2 0.0
H -4.661 -5.021 1.357 0.0 0.0 0.0
H -4.583 -6.714 0.849 0.1 0.1 0.0
H -4.887 -5.428 -0.343 0.1 -0.1 0.1
H -0.748 -1.000 1.370 0.0 -0.2 -0.2
H -0.918 -0.073 -0.110 -0.2 -0.1 0.0
H 0.482 -2.803 -0.085 -0.1 0.2 0.2
H 1.323 -1.244 0.031 -0.1 0.0 -0.1
H 0.382 -1.668 -1.416 0.0 0.1 0.1
H -3.927 -0.898 -0.967 0.1 -0.2 -0.1
H -5.372 -1.817 -1.302 0.0 -0.2 0.3
H -2.598 -2.669 -2.285 -0.1 0.1 0.1
H -3.884 -1.940 -3.249 -0.1 0.0 0.1
H -4.094 -3.552 -2.527 -0.1 0.1 0.0
O 2.101 1.667 -0.298 -3.3 2.9 -1.8
P 2.603 3.130 -0.213 8.0 -3.3 4.2
O 3.994 2.835 -1.062 -0.5 0.1 -0.9
C 3.879 2.776 -2.475 0.3 0.1 -0.4
C 3.589 4.142 -3.070 0.1 0.1 -0.1
O 3.193 2.922 1.330 -1.2 1.0 -0.3
C 2.696 1.913 2.198 0.0 -0.5 0.4
C 3.558 0.666 2.108 0.2 -0.2 -0.1
O 3.163 4.764 -0.119 -3.2 -0.4 -1.5
C 4.037 5.262 0.886 0.1 0.4 1.1
C 5.449 4.707 0.809 0.0 -0.4 -0.3
H 3.102 2.058 -2.755 0.0 -0.1 0.0
H 4.831 2.402 -2.865 -0.1 0.0 0.2
H 2.603 4.502 -2.764 0.0 0.0 -0.1
H 3.610 4.101 -4.162 -0.1 0.0 0.1
H 4.325 4.878 -2.729 -0.1 -0.2 0.0
H 1.640 1.702 2.001 0.2 0.0 -0.1
H 2.748 2.308 3.220 0.1 0.1 -0.2
H 3.663 0.311 1.077 -0.2 0.1 0.1
H 3.135 -0.143 2.711 0.1 0.1 0.0
H 4.571 0.876 2.465 -0.2 0.0 0.1
H 3.596 5.127 1.879 0.2 -0.1 -0.2
H 4.092 6.346 0.732 -0.2 -0.1 -0.3
H 5.487 3.629 0.974 -0.1 0.2 0.0
H 6.085 5.181 1.563 -0.2 0.1 -0.1
H 5.879 4.891 -0.180 0.0 0.1 0.1
O 1.052 4.009 -5.515 2.9 -3.7 -0.6
P 0.279 2.773 -6.035 -8.1 5.1 0.5
O -0.359 3.565 -7.342 0.9 -0.2 -0.6
C 0.488 3.723 -8.469 0.0 0.1 -0.5
C 0.743 2.400 -9.167 -0.1 -0.1 -0.1
O -0.970 3.002 -4.959 0.9 -1.2 0.2
C -0.797 3.717 -3.744 -0.2 0.4 0.4
C -1.191 5.172 -3.926 0.0 0.2 -0.2
O -0.585 1.391 -6.618 3.6 -0.4 0.3
C -1.939 1.093 -6.302 -0.8 -0.5 0.8
C -2.943 2.063 -6.902 0.2 0.4 -0.1
H 1.430 4.188 -8.164 0.0 0.1 0.0
H -0.011 4.409 -9.160 0.0 0.0 0.2
H 1.318 1.723 -8.527 0.0 0.0 0.0
H 1.307 2.551 -10.091 0.0 0.0 0.1
H -0.200 1.898 -9.405 0.2 0.1 0.0
H 0.222 3.609 -3.359 -0.1 0.1 -0.2
H -1.460 3.261 -2.999 0.0 -0.1 -0.2
H -0.661 5.642 -4.763 0.1 -0.2 0.2
H -0.984 5.748 -3.020 0.0 -0.1 -0.1
H -2.258 5.253 -4.155 0.1 -0.1 0.1
H -2.067 0.987 -5.220 0.0 0.2 -0.2
H -2.138 0.100 -6.721 0.4 0.1 -0.1
H -2.828 3.079 -6.519 0.0 -0.2 0.0
H -3.964 1.739 -6.680 0.1 -0.2 0.0
H -2.819 2.119 -7.987 -0.1 -0.1 0.1
```
Positions in Å, forces in eV/Å.

---

Number 1: electronic energy -4161.15164 hartree, orbital gap 8.940 eV. Number 2: electronic energy -4255.79962 hartree, orbital gap 8.122 eV. Number 3: electronic energy -4041.28415 hartree, orbital gap 3.941 eV.